No. 1
Entry from the Open Molecules 2025 dataset: a structure of composition C20H60O10S10Y in a non-equilibrium geometry (ωB97M-V with the def2-TZVPD basis set).

Values from the calculation:
relative energy (zero: lowest compared OMol25 entry of this formula, charge and spin)	419.0	kcal/mol
LUMO	-11.79	eV
HOMO energy	-14.388	eV
total charge	+3

Geometry (Å):
1 H -1.17 30.50 15.45
2 H 1.76 24.50 8.26
3 H 2.80 25.75 13.96
4 H -5.15 27.28 3.24
5 H -5.55 30.14 5.18
6 S -6.31 21.80 8.25
7 H -6.59 32.53 11.18
8 C -8.70 26.12 16.18
9 C -6.45 29.52 5.18
10 S -7.17 27.16 16.20
11 H 1.08 25.61 7.11
12 H -6.15 19.57 8.15
13 H -5.68 19.92 13.94
14 C -7.58 32.57 10.72
15 C -1.17 31.09 14.54
16 C 0.72 30.23 9.03
17 H -9.86 30.22 12.62
18 S -10.44 25.22 10.82
19 C 0.26 26.04 15.50
20 H -0.71 26.40 15.84
21 S -1.01 30.35 8.35
22 H -6.39 25.22 17.40
23 H -4.75 32.48 15.34
24 H -0.62 30.60 13.73
25 H -7.39 32.99 9.73
26 S -6.04 27.72 5.43
27 C -3.01 20.62 14.42
28 H -9.42 26.65 15.55
29 C -6.40 26.28 17.64
30 S -2.90 31.50 14.02
31 C -9.19 31.05 12.42
32 C -4.74 27.56 4.21
33 H -3.07 19.84 15.18
34 C -1.15 32.16 8.80
35 C 1.14 24.55 7.37
36 C -5.37 20.25 8.49
37 H 1.68 24.04 6.57
38 H -7.08 26.38 18.49
39 H -6.65 21.33 14.37
40 O -4.44 22.75 13.27
41 H -7.03 29.89 6.02
42 O -8.89 25.09 10.98
43 H -6.58 21.15 5.93
44 H -8.40 31.07 13.18
45 C -6.27 22.04 6.48
46 H -10.90 23.10 9.78
47 C 2.06 26.28 13.35
48 H -5.03 19.93 9.48
49 O -5.56 22.97 8.83
50 C -5.76 20.76 14.64
51 H 2.30 27.34 13.26
52 H -12.16 23.43 10.92
53 H -3.99 28.35 4.27
54 O -3.57 30.21 13.54
55 H -2.02 21.05 14.29
56 C -11.08 23.48 10.79
57 O -7.26 29.86 10.98
58 H 0.96 26.86 15.68
59 C -3.83 31.94 15.57
60 H -5.40 26.63 17.89
61 H -3.24 20.01 13.55
62 H 0.88 29.16 9.20
63 H -10.41 25.20 8.36
64 O -0.68 26.60 13.09
65 H -8.43 25.09 15.95
66 H -3.27 32.61 16.22
67 H -4.00 31.00 16.08
68 H -0.48 32.57 8.05
69 H -4.21 26.66 4.52
70 H 1.44 30.64 8.33
71 H 1.18 21.96 8.23
72 C 0.36 22.43 8.77
73 H -0.84 32.43 9.81
74 H -7.07 22.73 6.24
75 H -6.94 29.46 4.21
76 O -1.22 24.63 8.82
77 H -10.69 22.72 11.47
78 H -4.48 20.38 7.87
79 O -1.93 29.70 9.39
80 H 0.79 22.86 9.67
81 S -8.37 30.88 10.75
82 S -0.46 23.79 7.81
83 O -6.40 26.66 14.98
84 H -0.80 32.11 14.64
85 H 2.26 26.01 12.32
86 H 0.53 25.15 16.06
87 Y -4.71 26.52 11.12
88 H -10.75 26.83 8.89
89 H -5.30 22.36 6.11
90 H -9.16 26.13 17.17
91 H -12.03 25.74 9.14
92 H -8.10 33.35 11.28
93 C -10.94 25.78 9.11
94 H -2.16 32.53 8.61
95 H -5.84 20.43 15.68
96 S 0.35 25.63 13.67
97 H -0.37 21.67 9.03
98 H 1.00 30.75 9.95
99 H -9.77 31.97 12.41
100 S -4.30 21.92 14.58
101 O -5.38 27.53 6.85


No. 2
Entry from the Open Molecules 2025 dataset: a cluster of 10 separate species, C20H60O20 in total in a non-equilibrium geometry (ωB97M-V with the def2-TZVPD basis set).

Values from the calculation:
structure (SMILES)	OCCO.OCCO.OCCO.OCCO.OCCO.OCCO.OCCO.OCCO.OCCO.OCCO
relative energy (zero: lowest compared OMol25 entry of this formula, charge and spin)	27.7	kcal/mol
LUMO	0.39	eV
HOMO energy	-9.546	eV
total charge	0

Geometry (Å):
1 H -0.34 3.18 -5.13
2 O -1.92 -0.38 2.96
3 C 3.14 0.84 4.31
4 C -0.58 3.23 2.21
5 H 0.85 2.74 0.70
6 H -3.57 -2.33 -0.88
7 H 0.84 -3.39 -3.83
8 H -0.98 0.64 -3.41
9 O 1.22 2.37 -3.95
10 H -0.71 0.77 -6.15
11 O 0.60 -5.04 2.43
12 C 0.38 2.34 -5.12
13 H 5.11 -1.56 1.82
14 H 0.83 -3.06 1.87
15 H -0.33 3.74 -1.69
16 C -0.30 1.03 -5.17
17 H 0.98 0.50 1.40
18 H 0.23 4.42 0.54
19 H -2.20 2.84 -4.08
20 H 4.05 -0.60 3.04
21 H -2.84 2.01 3.78
22 H -0.87 1.98 -0.32
23 H -0.97 -3.15 3.49
24 H 2.00 -3.56 3.12
25 C -3.49 -1.14 -2.32
26 H 4.09 0.48 1.52
27 H -0.80 -3.84 -4.16
28 O 0.11 0.17 1.00
29 O -3.38 1.93 1.77
30 H 0.10 3.66 3.02
31 H -3.67 -0.35 4.12
32 C 0.28 -0.83 0.03
33 H 0.13 -3.65 4.83
34 H 2.31 -1.66 4.37
35 H -0.69 -1.14 -0.39
36 H -1.21 5.78 -3.39
37 H 0.47 0.24 -5.06
38 H 1.41 -1.20 -1.74
39 C -0.02 3.40 0.81
40 H -1.39 -5.01 -1.32
41 H 1.07 0.94 -2.56
42 C 4.84 -2.19 -0.11
43 C -3.57 1.50 3.08
44 O -0.49 -2.78 -2.49
45 H 2.74 0.80 5.30
46 H 0.76 -4.90 -1.70
47 C -3.11 0.08 -1.57
48 O 3.78 -2.96 0.50
49 H 1.06 2.31 -5.95
50 H -2.08 0.37 -1.52
51 H 1.36 0.26 3.79
52 H 4.47 -1.88 -1.08
53 O 0.51 0.66 -1.83
54 H 5.74 -2.86 -0.18
55 H -3.95 -0.45 2.37
56 O -3.06 -2.39 -1.71
57 H 1.45 -5.44 2.37
58 H 0.82 3.12 -3.46
59 C -1.26 5.03 -2.59
60 H 0.70 -1.68 0.55
61 C -2.58 4.23 -2.67
62 O -3.56 -0.09 -0.17
63 H -3.57 0.75 0.36
64 C 1.17 -0.34 -1.08
65 C -0.10 -3.79 -3.35
66 O -1.36 0.83 -4.26
67 C 3.89 -0.42 4.07
68 H -0.56 -1.24 3.85
69 H 6.26 -0.79 0.67
70 H -3.62 1.00 -2.03
71 H 3.78 1.70 4.15
72 O -2.86 3.53 -3.92
73 H -3.10 -1.17 -3.35
74 C 0.11 -5.11 -2.56
75 H -2.65 3.50 -1.82
76 O 3.23 -1.60 4.66
77 C 0.94 -3.64 2.78
78 O 1.95 0.96 3.53
79 H -1.43 -2.91 -2.28
80 O -0.12 4.25 -2.50
81 H -1.66 -0.05 2.09
82 H -1.78 4.71 1.75
83 C 5.18 -1.12 0.82
84 H -3.41 4.95 -2.59
85 H 4.90 -0.40 4.51
86 C 0.01 -3.11 3.90
87 O 0.23 -1.70 4.18
88 H -2.88 2.78 1.72
89 H -4.46 1.81 3.62
90 H -0.70 2.18 2.61
91 H 0.49 -5.87 -3.21
92 O -1.86 3.92 2.29
93 H 2.19 -0.06 -0.72
94 H -1.38 5.67 -1.65
95 O -0.92 2.95 -0.18
96 H 4.34 -3.47 1.12
97 O -1.18 -5.60 -2.08
98 O 4.34 0.06 0.70
99 C -3.34 0.01 3.16
100 H -4.57 -1.23 -2.35


No. 3
Entry from the Open Molecules 2025 dataset: a cluster of 8 separate species, C20H61N5O8 in total in a non-equilibrium geometry (ωB97M-V with the def2-TZVPD basis set).

Values from the calculation:
structure (SMILES)	COC[C@H](C)N.COC[C@H](C)N.COC[C@H](C)N.COC[C@H](C)N.COC[C@H](C)N.O.O.O
relative energy (zero: lowest compared OMol25 entry of this formula, charge and spin)	27.6	kcal/mol
LUMO	0.63	eV
HOMO energy	-8.600	eV
total charge	0

Geometry (Å):
1 C 1.50 0.89 -3.88
2 H 2.13 -0.77 2.41
3 H 1.78 1.81 -4.42
4 C 2.64 2.85 1.32
5 H 0.01 0.65 1.19
6 H 2.87 3.12 0.28
7 H 4.94 3.69 1.22
8 N 5.89 6.02 1.27
9 O -0.47 1.10 0.49
10 H -5.73 1.68 5.03
11 N -2.77 -0.91 2.73
12 H 0.11 -4.96 -1.14
13 H 2.15 -3.49 -0.11
14 H -4.94 -5.64 -2.04
15 C -5.76 0.66 4.63
16 N 1.10 -1.77 -0.59
17 H -0.78 2.50 -3.42
18 H -1.19 1.26 2.81
19 O 1.52 -0.28 1.85
20 H 0.89 0.32 -4.62
21 C -3.97 -5.40 -1.61
22 H -1.33 -0.72 -0.02
23 H -2.57 -0.42 -2.10
24 H -6.56 0.08 5.09
25 C 4.43 4.23 2.03
26 C 1.17 -5.31 -3.36
27 H -2.53 -4.08 0.08
28 H -0.71 -3.25 0.85
29 C 0.35 -3.53 0.93
30 H 2.16 -5.52 -3.77
31 H -3.77 -1.06 2.87
32 C -3.39 0.76 4.47
33 H -1.22 0.78 -3.61
34 H -2.05 4.06 -0.12
35 C 0.68 1.10 -2.64
36 N -1.49 -1.71 0.06
37 C -2.55 -2.13 -0.87
38 C -2.33 -0.21 3.98
39 H -1.82 -4.01 -1.57
40 H 1.34 -0.87 1.07
41 O 2.66 0.17 -3.58
42 H 5.03 3.92 2.91
43 H 3.52 7.31 0.75
44 C 0.45 -3.98 -1.50
45 H 0.87 -6.16 -2.74
46 H -2.73 -0.16 2.04
47 H -1.62 2.62 0.15
48 C 3.46 6.22 0.87
49 H 0.10 -1.54 -0.62
50 H 0.33 -4.62 1.10
51 C -0.76 1.51 -2.95
52 H -2.04 -0.93 4.74
53 H 4.34 -0.60 -4.40
54 C -2.35 -1.49 -2.22
55 H 3.67 0.83 -5.25
56 H 6.46 6.51 1.95
57 H -1.36 -1.60 -2.66
58 C -2.62 -3.64 -0.92
59 H -1.72 -1.98 1.01
60 H 3.50 5.68 -0.08
61 H -0.49 -3.47 -1.76
62 H 0.82 -3.09 1.80
63 H -5.96 0.70 3.55
64 H 5.77 6.75 0.57
65 H 2.46 6.06 1.26
66 N 1.28 2.10 -1.72
67 O 1.32 -4.12 -2.61
68 H -0.74 1.15 4.54
69 H 0.44 -5.19 -4.17
70 H -3.05 -1.90 -2.95
71 H 3.01 1.85 1.55
72 H 0.54 0.14 -2.12
73 C 1.11 -3.27 -0.36
74 H -3.55 -1.81 -0.51
75 O -2.38 3.22 0.20
76 O 3.12 3.79 2.25
77 H 4.39 6.23 2.79
78 O -4.54 0.00 4.89
79 H -1.28 1.56 -2.00
80 C 3.43 -0.10 -4.73
81 H 0.25 1.44 -0.08
82 H -3.92 -5.94 -0.65
83 O -3.87 -4.02 -1.47
84 H -3.08 1.34 5.35
85 H 1.44 2.94 -2.26
86 H 1.46 -1.62 -1.53
87 H -0.24 -0.11 3.43
88 H 2.89 -0.76 -5.42
89 H -3.65 1.43 3.64
90 H 2.22 1.79 -1.49
91 H -3.19 -5.82 -2.27
92 H 1.55 2.83 1.44
93 C 4.54 5.74 1.83
94 C -1.06 0.59 3.65


No. 4
Entry from the Open Molecules 2025 dataset: a cluster of 10 separate species, C20H61NO10 in total in a non-equilibrium geometry (ωB97M-V with the def2-TZVPD basis set).

Values from the calculation:
structure (SMILES)	COC[C@H](C)N.CCO.CCO.CCO.CCO.CCO.CCO.CCO.CO.CO
relative energy (zero: lowest compared OMol25 entry of this formula, charge and spin)	47.5	kcal/mol
LUMO	0.44	eV
HOMO energy	-9.008	eV
total charge	0

Geometry (Å):
1 O 2.07 4.74 -1.36
2 H -1.12 -0.47 -1.39
3 H 1.95 -1.25 4.89
4 H 0.98 3.83 1.48
5 H 2.15 2.80 -3.97
6 H -2.81 0.55 2.94
7 C -0.50 2.90 2.73
8 H -2.57 -4.33 -0.13
9 H -4.39 -0.21 2.56
10 H 3.80 -2.02 -3.71
11 H -3.96 0.51 0.11
12 H 1.40 5.35 -1.05
13 H 0.47 0.07 3.70
14 H 2.19 -1.35 -3.32
15 H 1.35 0.54 8.95
16 C 0.97 -1.15 5.35
17 C 3.47 1.40 0.16
18 C 0.42 2.89 1.47
19 C 1.01 -0.08 6.41
20 H -3.58 0.21 -2.61
21 O -3.05 -6.34 -1.80
22 H -1.01 -0.51 4.61
23 H 2.66 0.68 -4.88
24 C -0.74 -0.84 -4.99
25 O -4.60 1.88 -2.06
26 H 4.15 2.20 0.46
27 H 4.19 -0.17 -5.38
28 H -2.49 -3.05 -1.31
29 C -3.26 -4.98 -2.12
30 C 3.18 -0.28 -4.98
31 H -4.30 -4.67 -2.08
32 H 2.99 0.73 2.05
33 H -0.41 2.77 4.63
34 H -0.18 2.92 0.56
35 C -3.42 0.07 2.16
36 C -0.02 -0.75 4.23
37 C -3.63 1.27 -2.88
38 H -1.62 -2.00 -6.50
39 C -2.41 -4.13 -1.19
40 C -3.68 1.04 1.02
41 H -2.00 -3.76 -5.40
42 H 1.80 2.13 -2.35
43 H -3.94 1.25 -3.93
44 O 0.23 2.90 3.93
45 H 0.02 -2.60 -6.09
46 C 3.20 -1.10 -3.66
47 H 0.45 4.23 -2.59
48 H -2.85 -4.81 -3.12
49 H 4.47 0.03 1.31
50 O 2.43 -1.14 -5.85
51 H 3.08 0.36 8.96
52 H -5.42 1.59 -2.47
53 C 1.54 4.24 -2.58
54 O 2.73 -0.77 0.56
55 H 1.35 -2.90 6.42
56 H -1.37 -4.39 -1.35
57 H -1.07 1.97 2.74
58 H -2.66 1.76 -2.77
59 H 3.33 3.01 -2.71
60 H 1.80 -0.62 0.69
61 H -2.76 -1.70 2.24
62 H 0.03 -0.02 6.88
63 C -0.89 -2.16 -5.70
64 C 2.23 0.60 8.31
65 H 0.66 -3.20 5.01
66 O -0.11 -0.42 0.39
67 H -4.45 1.78 1.22
68 H -1.68 -0.52 -4.53
69 O -2.59 -0.95 1.66
70 H 1.16 0.91 5.97
71 H -3.87 -6.61 -1.37
72 N 0.64 -2.55 5.79
73 H 1.13 2.10 1.70
74 H 4.03 1.06 -0.71
75 H 1.83 5.03 -3.27
76 H -0.67 1.09 -0.88
77 H 0.54 0.01 -1.56
78 H -0.98 -0.61 0.76
79 H -0.03 -0.91 -4.16
80 C 2.26 2.96 -2.90
81 H -0.11 -1.52 3.47
82 H -1.17 3.75 2.62
83 O -1.55 -3.12 -4.84
84 H -2.83 1.69 0.83
85 H -0.47 -0.10 -5.75
86 H 3.62 -0.47 -2.87
87 H 3.08 -1.72 -6.25
88 C 3.43 0.32 1.14
89 O 2.09 -0.41 7.36
90 H 2.55 1.90 -0.11
91 C -0.31 0.06 -0.89
92 H 2.38 1.61 7.93


No. 5
Entry from the Open Molecules 2025 dataset: a structure of composition C20H61O13Ti in a non-equilibrium geometry (ωB97M-V with the def2-TZVPD basis set).

Values from the calculation:
multiplicity	4
relative energy (zero: lowest compared OMol25 entry of this formula, charge and spin)	0.0	kcal/mol
LUMO (spin up / spin down)	-0.36 / -0.58	eV
HOMO energy (spin up / spin down)	-6.592 / -9.571	eV
total charge	0

Geometry (Å):
1 O -0.15 -4.79 0.86
2 H -1.90 -5.88 0.71
3 C -1.45 4.60 -1.47
4 C -4.11 -3.39 -1.09
5 H -3.84 -4.24 -0.45
6 H 0.72 0.39 2.35
7 C 0.23 -0.41 -0.48
8 C 2.27 -2.27 4.29
9 H 2.98 -3.58 -3.40
10 H 0.04 -2.97 -2.91
11 H 3.08 -0.61 3.09
12 H -2.63 0.38 -2.90
13 C -0.99 -5.68 0.11
14 H 0.59 2.16 -2.71
15 C 1.68 2.20 -2.78
16 Ti -2.01 -1.74 2.68
17 H 0.34 -4.06 -4.87
18 O -1.59 3.24 -1.01
19 C 2.15 3.58 -3.21
20 O 1.64 -3.04 3.26
21 H 1.52 -1.68 4.85
22 C -0.28 -7.01 -0.03
23 C 4.21 -0.15 -0.48
24 H 2.69 -2.98 5.00
25 H -4.27 -0.04 -2.48
26 O -2.31 0.48 3.23
27 O 0.65 -4.57 -4.11
28 H -0.53 -0.22 -1.24
29 H 2.18 3.36 -5.15
30 H -0.78 3.07 -0.47
31 H 3.24 3.60 -3.23
32 H -0.76 -7.61 -0.80
33 H 1.81 4.56 1.59
34 H 3.83 -0.87 4.66
35 H -1.75 1.13 1.35
36 H 2.31 3.23 3.73
37 O -1.18 -2.19 0.30
38 H -4.68 -2.63 -0.52
39 O -2.99 -2.83 -1.73
40 H -1.19 -5.19 -0.85
41 H -0.13 1.46 4.29
42 H -4.78 -3.78 -1.87
43 O 4.58 0.89 -1.37
44 O -3.79 1.98 -2.24
45 H 0.86 2.44 1.18
46 C -3.44 0.60 -2.19
47 H 1.91 1.44 -3.53
48 H 3.65 0.23 0.37
49 C 0.94 4.45 0.95
50 O 1.69 3.92 -4.54
51 H -3.58 4.88 -1.64
52 H -2.30 2.40 2.41
53 H -2.83 4.36 -3.12
54 H -0.17 -7.52 0.92
55 H 0.75 -6.84 -0.39
56 H 0.54 0.55 -0.05
57 H -3.04 2.48 -1.87
58 H 1.09 5.10 0.09
59 H -2.61 6.02 -2.64
60 H 1.13 -0.84 -0.92
61 H 2.16 1.96 -1.83
62 C -2.51 1.37 2.10
63 O 0.88 3.13 0.47
64 H 1.52 0.90 4.51
65 H 5.13 -0.62 -0.10
66 H -4.02 1.91 0.66
67 C -3.90 1.24 1.52
68 H -0.30 -3.87 0.63
69 C -0.31 -1.33 0.58
70 H -2.33 -2.59 -1.04
71 H 2.13 -2.11 -3.99
72 H 2.45 -2.38 -2.27
73 C 1.36 3.00 4.20
74 O 1.04 1.30 2.55
75 H 0.60 3.69 3.80
76 H 1.03 -4.26 -2.13
77 H -4.14 0.23 1.20
78 H 5.08 1.55 -0.88
79 C 2.17 -2.87 -3.21
80 H 0.04 4.75 1.49
81 H 1.77 4.35 -2.53
82 H 1.38 3.22 5.27
83 O 0.11 -1.22 1.78
84 H -4.63 1.55 2.27
85 C 3.39 -1.38 3.80
86 H -3.06 0.33 -1.19
87 H -2.77 0.87 3.98
88 H 1.27 -2.40 2.64
89 C 0.88 -3.66 -3.04
90 C -2.68 5.01 -2.25
91 H 4.23 -1.95 3.39
92 H -0.57 4.68 -2.13
93 H -1.23 5.32 -0.67
94 H 3.65 -0.90 -1.04
95 C 0.89 1.60 3.94


Which of these has the highest relative energy (zero: lowest compared OMol25 entry of this formula, charge and spin)?
C20H60O10S10Y


The highest total charge belongs to which entry?
C20H60O10S10Y